Record 1
A 6-piece molecular cluster, C38H84IO21PS overall in a non-equilibrium geometry, computed with ωB97M-V/def2-TZVPD.

Geometry as XYZ:
```
146
Properties=species:S:1:pos:R:3:mulliken_charge:R:1
O -0.70 -0.51 -1.80 -0.6177
C -0.58 -1.46 -1.06 0.4991
O -0.09 -2.65 -1.52 -0.6062
C -0.88 -1.41 0.41 -0.1645
C 0.23 -0.52 1.03 -0.3700
C 1.38 -1.45 1.42 -0.7824
C 2.75 -0.81 1.63 -0.2033
O 3.60 -1.66 2.46 -0.5274
S 3.66 -3.21 1.99 0.3603
O 4.52 -3.82 2.96 -0.4171
O 4.56 -3.10 0.63 -0.4490
C 3.74 -2.93 -0.54 -1.2099
C 3.27 -1.48 -0.80 0.3279
C 3.53 -0.50 0.35 0.2457
P 3.48 1.24 -0.37 -0.4477
O 2.57 1.07 -1.72 -0.0990
I 2.06 2.70 0.98 -0.0631
H -0.17 -2.59 -2.48 0.3562
H -1.86 -0.95 0.50 -0.3683
H -0.84 -2.40 0.86 0.5268
H -0.18 0.02 1.88 0.5646
H 0.53 0.16 0.24 0.0060
H 1.40 -2.26 0.70 0.5008
H 1.10 -1.90 2.38 0.4765
H 2.61 0.07 2.25 0.4284
H 2.92 -3.64 -0.51 0.4499
H 4.37 -3.23 -1.37 0.4088
H 2.20 -1.52 -1.03 -0.8275
H 3.75 -1.15 -1.71 0.7903
H 4.59 -0.63 0.59 0.8315
H 1.74 0.60 -1.53 0.1729
C 3.22 7.20 0.73 -0.7114
O 1.91 7.73 0.81 -0.3024
C 0.93 6.73 0.98 -0.3007
C -0.30 7.28 1.67 -0.3889
O -0.14 7.47 3.07 -0.4459
C 0.66 8.56 3.50 -0.3666
C 0.01 9.92 3.33 -0.5642
O 0.03 10.34 1.98 -0.2752
C -1.06 11.16 1.64 -0.7808
H 3.36 6.62 -0.18 0.2965
H 3.91 8.04 0.73 0.2356
H 3.44 6.57 1.60 0.3156
H 1.33 5.89 1.57 0.0968
H 0.64 6.35 -0.02 0.4495
H -1.08 6.52 1.59 0.3594
H -0.65 8.18 1.18 0.1448
H 1.65 8.54 3.04 0.1579
H 0.80 8.40 4.57 0.3957
H 0.57 10.65 3.93 0.4050
H -1.02 9.87 3.71 0.3521
H -2.01 10.65 1.85 0.3396
H -1.00 11.36 0.57 0.2298
H -1.03 12.11 2.18 0.3311
C 0.65 -3.35 -8.57 -0.7662
O 0.65 -2.20 -7.75 -0.2631
C -0.63 -1.86 -7.26 -0.6988
C -0.55 -1.11 -5.96 -0.3411
O -0.24 -1.91 -4.83 -0.0815
C 1.08 -2.41 -4.71 -1.2094
C 2.08 -1.36 -4.31 0.3915
O 2.46 -0.52 -5.39 -0.3989
C 2.74 0.80 -4.94 -0.6627
H 0.12 -3.15 -9.51 0.3185
H 1.68 -3.60 -8.79 0.2400
H 0.18 -4.20 -8.06 0.3348
H -1.24 -2.77 -7.11 0.3226
H -1.13 -1.23 -8.01 0.4626
H -1.54 -0.70 -5.76 0.2695
H 0.14 -0.26 -6.04 0.1890
H 1.40 -2.96 -5.60 0.2950
H 1.03 -3.13 -3.89 0.5257
H 2.99 -1.85 -3.94 0.4205
H 1.66 -0.77 -3.49 -0.0675
H 1.86 1.23 -4.44 0.2851
H 2.98 1.41 -5.81 0.3398
H 3.58 0.80 -4.25 0.2445
C -3.55 -2.82 -3.84 -0.7333
O -4.56 -1.83 -3.84 -0.1723
C -4.41 -0.89 -4.88 -0.3706
C -5.74 -0.27 -5.24 -0.4148
O -6.60 -1.10 -6.00 -0.4902
C -7.23 -2.19 -5.33 -0.2923
C -8.35 -1.78 -4.40 -0.6774
O -7.86 -1.22 -3.20 -0.1871
C -8.72 -0.26 -2.64 -0.6150
H -2.58 -2.38 -3.60 0.1156
H -3.82 -3.56 -3.09 0.3377
H -3.49 -3.32 -4.82 0.3632
H -3.99 -1.37 -5.77 0.3774
H -3.73 -0.10 -4.55 0.3471
H -5.54 0.58 -5.90 0.4286
H -6.25 0.12 -4.35 0.0591
H -6.50 -2.81 -4.81 0.0904
H -7.67 -2.79 -6.12 0.3955
H -8.95 -2.67 -4.15 0.3981
H -9.00 -1.06 -4.92 0.3865
H -8.92 0.55 -3.36 0.3613
H -8.22 0.17 -1.77 0.0064
H -9.66 -0.71 -2.32 0.3727
C -7.17 3.51 3.10 -0.7868
O -6.50 3.28 1.88 -0.2138
C -5.23 3.91 1.82 -0.6130
C -4.31 3.18 0.87 -0.3244
O -3.78 1.97 1.38 -0.3985
C -4.65 0.85 1.50 -0.6500
C -5.01 0.22 0.17 -0.4452
O -5.95 1.01 -0.53 -0.4408
C -5.82 0.91 -1.93 -1.2144
H -7.46 4.57 3.19 0.3192
H -8.07 2.90 3.10 0.2328
H -6.54 3.23 3.95 0.3370
H -4.77 3.94 2.81 0.3533
H -5.37 4.94 1.46 0.3896
H -3.44 3.82 0.71 0.4276
H -4.78 3.02 -0.10 0.0665
H -5.54 1.11 2.08 0.2025
H -4.09 0.11 2.07 0.5045
H -5.45 -0.77 0.34 0.4362
H -4.10 0.09 -0.43 0.2514
H -4.81 1.19 -2.26 0.5237
H -6.53 1.61 -2.38 0.6181
H -6.05 -0.10 -2.28 0.3799
C 9.99 -7.57 8.60 -0.7714
O 8.92 -7.28 7.74 -0.2591
C 7.69 -7.80 8.20 -0.5889
C 6.52 -6.99 7.68 -0.3245
O 6.32 -5.75 8.33 -0.4575
C 7.23 -4.70 8.04 -0.4094
C 7.05 -4.07 6.68 -0.4887
O 7.56 -4.91 5.66 -0.3313
C 6.86 -4.76 4.44 -0.7373
H 10.22 -8.64 8.60 0.3205
H 10.86 -7.02 8.23 0.2330
H 9.78 -7.24 9.62 0.3320
H 7.66 -7.80 9.30 0.3522
H 7.59 -8.83 7.85 0.3971
H 5.61 -7.57 7.90 0.4050
H 6.58 -6.87 6.60 0.1258
H 8.27 -5.02 8.19 0.1613
H 7.02 -3.93 8.79 0.3969
H 7.59 -3.12 6.65 0.4110
H 5.99 -3.87 6.51 0.2993
H 5.80 -4.96 4.57 0.3458
H 7.27 -5.50 3.74 0.3223
H 7.00 -3.76 4.02 0.3076
```

Values from the calculation:
HOMO level ... -8.80 eV
Gap between HOMO and LUMO ... 0.3263 Ha

Record 2
C6H7N2O4S as an isolated structure in a non-equilibrium geometry, computed with ωB97M-V/def2-TZVPD.

Geometry as XYZ:
```
20
Properties=species:S:1:pos:R:3:mulliken_charge:R:1
C -0.78 1.87 -0.89 0.3510
C -1.22 0.77 -1.82 0.5694
C 0.95 0.04 1.21 0.3523
C 0.02 -0.84 1.11 0.0957
C 2.17 0.60 1.56 0.1815
C -0.02 -2.31 0.74 -1.4076
N 0.27 2.34 -1.53 -0.5224
N -1.73 -0.41 -1.66 -0.4508
O 2.68 0.57 2.68 -0.6960
O 2.73 1.48 0.65 -0.5471
O -1.22 2.20 0.22 -0.6997
O -1.34 -0.38 0.88 -0.6771
S 0.09 1.28 -2.91 -0.1297
H 0.20 -2.34 -0.33 0.2454
H 0.71 -2.92 1.20 0.4265
H -0.99 -2.67 0.93 0.3533
H -1.63 -1.14 -2.46 0.2682
H -1.68 -0.67 -0.40 0.4893
H 2.03 1.91 0.05 0.3570
H -1.24 0.61 0.76 0.4409
```

Values from the calculation:
ΔE to the lowest compared entry with this formula, charge and spin ... 346.2 kJ/mol
HOMO level ... -3.13 eV
Net charge ... -1
Gap between HOMO and LUMO ... 0.1917 Ha

- Which value of HOMO level does entry 2 give?
  -3.13 eV

- The highest gap between HOMO and LUMO belongs to which entry?
  C38H84IO21PS

- Among the records above, which one has the lowest gap between HOMO and LUMO?
  C6H7N2O4S